[1]
Formula: C5H10O
Source: OMol25
Level of theory: ωB97M-V with the def2-TZVPD basis set

The LUMO energy comes out at -0.225 eV. The value obtained for the relative energy (zero: lowest compared OMol25 entry of this formula, charge and spin) is 88.3 kcal/mol. As for the net charge: 0. For the HOMO-LUMO gap, the calculation gives 8.464 eV. For the electronic energy, the calculation gives -271.611895 Ha.

Atoms and positions in Å:
1 C -1.58 0.90 -0.75
2 C -0.39 0.08 -1.06
3 C -0.67 -1.14 1.37
4 C 0.93 0.60 -0.87
5 O 1.16 1.55 -1.62
6 C 2.01 -0.07 -0.05
7 H -1.58 1.58 -1.62
8 H -1.55 1.53 0.14
9 H -2.51 0.33 -0.80
10 H -0.54 -1.25 0.28
11 H -0.31 -0.17 1.72
12 H -0.09 -1.94 1.85
13 H -1.73 -1.24 1.60
14 H 1.99 0.29 0.99
15 H 1.88 -1.16 -0.02
16 H 2.97 0.18 -0.49

Löwdin population analysis, charges in e, atoms 1 to 4: -0.13 0.05 -0.03 -0.55

***

[2]
Formula: C29H78O11
Source: OMol25
Level of theory: ωB97M-V with the def2-TZVPD basis set

The LUMO energy comes out at 0.085 eV. The value obtained for the relative energy (zero: lowest compared OMol25 entry of this formula, charge and spin) is 420.7 kcal/mol. As for the net charge: 0. For the HOMO-LUMO gap, the calculation gives 9.280 eV. The structure (SMILES) is CC(C)O.CC(C)O.CC(C)O.CC(C)O.CC(C)O.CC(C)O.CC(C)O.CC(C)O.CC(C)O.OCCO. For the electronic energy, the calculation gives -1978.654127 Ha.

Atoms and positions in Å:
1 C 32.87 18.93 21.05
2 C 33.75 19.86 21.89
3 C 33.10 21.06 22.35
4 O 34.30 19.17 23.00
5 H 33.46 17.99 20.88
6 H 32.57 19.15 20.14
7 H 31.98 18.58 21.51
8 H 34.63 20.27 21.31
9 H 32.17 20.93 22.79
10 H 32.92 21.78 21.73
11 H 33.69 21.78 23.18
12 H 34.77 19.83 23.40
13 C 31.86 23.62 25.87
14 C 33.12 24.26 25.34
15 C 32.97 25.84 25.21
16 O 34.26 24.02 26.13
17 H 32.12 22.72 26.02
18 H 31.02 23.46 25.38
19 H 31.60 24.18 26.82
20 H 33.40 23.94 24.34
21 H 33.96 26.27 24.74
22 H 32.83 26.33 26.13
23 H 32.27 26.30 24.66
24 H 35.06 23.68 25.58
25 C 28.30 22.95 26.11
26 C 27.50 24.17 26.70
27 C 28.17 25.44 26.48
28 O 26.16 24.16 26.00
29 H 27.66 22.24 26.19
30 H 29.17 22.72 26.61
31 H 28.45 23.42 25.07
32 H 27.60 24.22 27.75
33 H 28.96 25.42 26.88
34 H 27.85 26.13 27.02
35 H 28.26 25.68 25.39
36 H 25.76 23.26 26.22
37 C 30.71 24.18 29.60
38 C 31.66 23.29 30.56
39 C 32.45 24.19 31.46
40 O 30.73 22.52 31.33
41 H 31.41 24.69 28.91
42 H 30.12 24.78 30.23
43 H 30.54 23.39 28.94
44 H 32.24 22.58 30.02
45 H 31.83 24.71 32.07
46 H 33.00 24.93 31.00
47 H 32.96 23.56 32.26
48 H 31.41 21.75 31.64
49 C 33.80 29.88 25.37
50 C 33.14 31.13 26.08
51 C 31.70 31.31 25.66
52 O 33.28 30.96 27.43
53 H 33.66 30.00 24.26
54 H 33.38 28.93 25.83
55 H 34.75 29.84 25.30
56 H 33.76 31.89 25.90
57 H 31.47 32.28 26.10
58 H 31.28 30.61 26.20
59 H 31.39 31.45 24.44
60 H 33.22 31.68 28.02
61 C 36.11 25.05 28.88
62 C 35.72 26.44 28.57
63 C 34.40 27.01 29.16
64 O 36.61 27.33 28.89
65 H 35.34 24.38 28.52
66 H 35.82 24.97 29.92
67 H 37.10 24.69 28.83
68 H 35.65 26.12 27.58
69 H 34.18 27.82 28.49
70 H 34.42 27.05 30.08
71 H 33.74 26.18 28.86
72 H 36.27 28.15 28.97
73 C 36.91 18.21 25.11
74 C 37.51 19.57 24.79
75 C 38.50 19.73 23.71
76 O 36.33 20.47 24.53
77 H 35.84 18.21 25.58
78 H 37.47 17.50 25.56
79 H 36.40 17.91 24.16
80 H 38.06 19.71 25.85
81 H 37.88 19.40 22.71
82 H 39.27 19.21 24.16
83 H 38.88 20.79 23.64
84 H 36.44 21.40 24.35
85 C 36.62 27.19 23.67
86 C 36.04 26.42 22.53
87 C 36.58 26.84 21.20
88 O 36.45 25.10 22.74
89 H 36.18 28.26 23.67
90 H 37.70 27.27 23.65
91 H 36.25 26.88 24.60
92 H 34.92 26.30 22.63
93 H 37.64 26.79 20.98
94 H 36.34 27.90 21.10
95 H 35.97 26.40 20.32
96 H 36.08 24.37 22.14
97 C 30.96 24.62 21.91
98 C 30.58 26.09 21.61
99 C 30.71 26.33 20.04
100 O 29.24 26.35 21.83
101 H 30.61 24.24 21.03
102 H 30.44 24.21 22.89
103 H 32.08 24.45 22.03
104 H 30.98 26.75 22.21
105 H 31.76 25.95 19.67
106 H 31.04 27.31 19.88
107 H 29.92 26.00 19.52
108 H 29.06 27.32 22.19
109 O 39.96 23.77 26.19
110 C 39.02 23.60 25.17
111 C 37.59 23.48 25.75
112 O 36.70 23.30 24.70
113 H 39.60 24.71 26.52
114 H 39.28 24.36 24.42
115 H 39.31 22.62 24.74
116 H 37.26 24.58 26.22
117 H 37.61 22.62 26.49
118 H 36.72 24.04 24.04

Löwdin population analysis, charges in e, atoms 1 to 4: -0.02 -0.49 -0.07 -0.02

***

[3]
Formula: C11H26Br2CuN2O2Sb
Source: OMol25
Level of theory: ωB97M-V with the def2-TZVPD basis set

The LUMO energy comes out at 0.246 eV. The value obtained for the relative energy (zero: lowest compared OMol25 entry of this formula, charge and spin) is 5.9 kcal/mol. As for the net charge: 0. For the HOMO-LUMO gap, the calculation gives 8.274 eV. For the electronic energy, the calculation gives -7723.445549 Ha.

Atoms and positions in Å:
1 Cu 0.15 -1.49 1.47
2 Br 0.22 -3.77 0.47
3 C -0.72 -4.36 2.08
4 Br 0.49 -4.52 3.55
5 H -1.16 -5.33 1.87
6 H -1.45 -3.58 2.31
7 N 0.97 -0.71 3.33
8 N -0.21 -0.09 3.79
9 C -1.48 -0.69 3.52
10 O -2.40 -0.33 4.25
11 O -1.52 -1.49 2.52
12 H 1.31 -1.41 3.98
13 H 1.69 -0.01 3.21
14 H -0.16 0.29 4.73
15 C -0.66 3.21 0.40
16 C 0.33 2.55 -0.56
17 C 0.14 3.04 -1.99
18 Sb 0.21 0.37 -0.26
19 C 1.94 -0.43 -1.36
20 C 2.29 0.26 -2.68
21 C 3.13 -0.44 -0.41
22 C -1.41 -0.41 -1.52
23 C -1.66 0.28 -2.86
24 C -2.68 -0.45 -0.67
25 H -0.54 4.30 0.36
26 H -0.52 2.88 1.43
27 H -1.69 2.98 0.11
28 H 1.35 2.77 -0.23
29 H -0.90 2.95 -2.29
30 H 0.75 2.49 -2.70
31 H 0.41 4.09 -2.05
32 H 1.65 -1.47 -1.56
33 H 2.62 1.28 -2.50
34 H 1.43 0.28 -3.35
35 H 3.10 -0.28 -3.19
36 H 3.43 0.57 -0.13
37 H 4.00 -0.92 -0.87
38 H 2.90 -0.99 0.51
39 H -1.07 -1.44 -1.71
40 H -2.10 1.27 -2.70
41 H -2.38 -0.30 -3.45
42 H -0.75 0.40 -3.45
43 H -3.03 0.56 -0.46
44 H -2.51 -0.95 0.29
45 H -3.48 -0.98 -1.19

Löwdin population analysis, charges in e, atoms 1 to 4: -0.14 0.74 -0.97 0.62

***

[4]
Formula: C2H6OS2
Source: OMol25
Level of theory: ωB97M-V with the def2-TZVPD basis set

The LUMO energy comes out at 0.639 eV. The value obtained for the relative energy (zero: lowest compared OMol25 entry of this formula, charge and spin) is 4.9 kcal/mol. As for the net charge: 0. For the HOMO-LUMO gap, the calculation gives 9.512 eV. The structure (SMILES) is CC=O.SS. For the electronic energy, the calculation gives -951.384232 Ha.

Atoms and positions in Å:
1 C 1.93 1.80 -0.03
2 C 0.98 0.66 0.36
3 O -0.14 0.53 -0.02
4 H 2.97 1.65 0.23
5 H 1.87 1.80 -1.13
6 H 1.56 2.78 0.26
7 H 1.48 -0.09 1.01
8 S -2.72 -1.37 0.49
9 S -2.39 -3.33 -0.12
10 H -1.89 -0.93 -0.44
11 H -3.65 -3.50 -0.61

Löwdin population analysis, charges in e, atoms 1 to 4: -0.05 -0.31 0.01 0.07

***

| no. | HOMO level (hartree) |
| --- | --- |
| 1 | -0.3193 |
| 2 | -0.3379 |
| 3 | -0.2950 |
| 4 | -0.3261 |